Entry 1:
A molecular structure, C20H18CeO6S, computed with ωB97M-V/def2-TZVPD.

Results
- charge = +2
- HOMO level (alpha / beta) (eV) = -15.061 / -15.061
- LUMO level (alpha / beta) (eV) = -9.73 / -9.73
- calculated total energy (a.u.) = -2097.023424

Atoms and positions in Å:
C  4.33500  7.23203  8.34943
H  3.22568  6.03497  9.83967
C  6.26926  5.93596  9.10431
H  7.37478  10.60003  13.24124
O  5.29156  6.07786  10.16864
C  4.55355  6.31648  15.37705
C  4.97663  7.63863  15.50453
O  6.35358  7.51588  12.95900
C  4.10624  6.03666  9.22982
C  5.83596  11.18516  11.88840
H  3.32822  4.73219  16.25550
H  7.24460  6.07856  9.49745
H  5.29163  9.35468  16.69960
C  5.95245  4.66604  8.36556
H  3.88021  3.79604  9.09639
Ce  5.47757  8.68770  11.34632
C  5.50417  9.94747  14.00149
O  6.85795  8.83198  9.49978
H  3.91253  4.67989  7.53823
C  3.65121  8.53600  8.74392
C  3.78340  7.91765  17.50145
H  3.83257  7.01870  7.39198
H  6.40626  3.79479  8.83324
S  6.25361  8.34997  14.47346
O  3.68566  8.76912  10.16117
C  3.63792  5.79010  16.31254
H  4.00226  11.73620  10.85311
C  3.23678  6.64171  17.34923
O  3.00307  9.20273  7.93544
H  5.05761  5.66366  14.62712
C  6.34011  10.66444  13.10288
H  6.00920  6.64748  7.12327
H  3.46228  8.49017  18.38039
H  6.51135  11.55553  11.09046
C  3.66181  10.99416  12.88918
C  4.43860  11.35979  11.75602
H  3.54969  9.81438  14.71419
C  5.89546  7.06460  8.10306
H  6.23669  4.75442  7.33960
H  2.64956  11.15376  12.77776
O  7.07883  8.79184  7.19349
C  4.39950  4.65931  8.52492
C  6.74544  8.35565  8.26662
H  2.62066  6.31660  18.16342
C  4.71503  8.39336  16.60744
C  4.17005  10.23741  13.95675

Löwdin atomic charges, in units of e: -0.104 0.156 -0.251 0.133 -0.116 -0.040 -0.433 -0.551 -0.191 -0.128 0.138 0.159 0.149 -0.075 0.158 1.599 -0.377 -0.130 0.127 -0.362 -0.030 0.177 0.131 1.281 -0.212 -0.007 0.152 -0.017 0.177 0.137 -0.079 0.147 0.138 0.174 0.048 -0.011 0.134 -0.069 0.119 0.123 0.171 -0.050 -0.501 0.122 -0.113 -0.003

=====

Entry 2:
A molecular structure, C20H18ClIrO5Te, computed with ωB97M-V/def2-TZVPD.

Results
- HOMO level (eV) = -9.056
- LUMO level (eV) = -1.52
- calculated total energy (a.u.) = -1981.678167
- energy relative to the best compared isomer or geometry (same formula, charge and spin) (kcal per mole) = 0.0

Atoms and positions in Å:
C  2.32221  -1.46195  -2.98484
O  0.74316  -0.53944  1.11835
H  2.15362  -1.51274  2.31465
H  1.90922  -0.83717  -0.97372
H  -1.19694  0.00670  0.53596
H  2.69886  -1.79390  -5.06948
H  -0.80377  0.28273  -2.69856
H  -1.86935  -2.40981  1.65031
C  -3.71300  1.15121  -1.19848
H  -1.01373  -2.39181  0.10657
C  0.32399  -2.69901  1.82115
C  -3.23981  2.12817  -0.33323
H  2.54415  -2.48264  -2.70148
C  -0.89543  -0.13334  2.73644
C  -2.83727  0.50206  -2.05732
C  1.07154  -1.44857  2.25427
Ir  1.58277  1.25107  1.40925
Te  1.05281  2.19454  -0.97652
C  1.68904  0.76808  -2.38012
C  1.78470  1.16483  -3.70890
O  -2.05748  1.89592  3.19579
C  1.30194  0.25980  4.11629
C  2.41292  -1.07331  -4.31437
C  -0.73097  -0.61050  1.29458
O  2.11150  0.90554  3.30995
C  -0.94749  -2.10980  1.15612
C  -1.05309  1.39307  2.74604
C  -1.89107  2.45432  -0.31850
H  -1.53169  3.19344  0.38485
O  -0.12159  2.07930  2.13457
H  0.91318  -3.27411  1.10937
H  0.10459  -3.33425  2.67678
Cl  3.70343  0.56311  0.73538
H  1.58045  2.19027  -3.99223
H  0.07579  -1.46461  4.18221
H  -1.80379  -0.53470  3.17810
C  -1.01427  1.77706  -1.15981
C  0.37607  -0.74722  3.42150
H  -3.20378  -0.25372  -2.74020
H  -3.91179  2.63132  0.34894
C  1.95911  -0.54322  -2.01045
H  2.22357  0.54472  -5.71208
C  2.14603  0.23844  -4.67726
H  -4.76511  0.89812  -1.20521
O  1.29960  0.37162  5.31647
C  -1.48285  0.81040  -2.04113

Löwdin atomic charges, in units of e: -0.066 -0.295 0.149 0.053 0.132 0.106 0.095 0.128 -0.076 0.121 -0.074 -0.062 0.108 -0.086 -0.079 -0.211 0.950 1.478 -0.530 -0.143 0.094 -0.580 -0.075 -0.203 -0.208 -0.069 -0.584 -0.147 0.102 -0.228 0.121 0.126 -0.061 0.097 0.160 0.160 -0.499 -0.094 0.106 0.116 -0.151 0.107 -0.077 0.106 0.111 -0.127

=====

Entry 3:
C20H18ClN3O5 in the gas phase, computed with ωB97M-V/def2-TZVPD.

Results
- HOMO level (eV) = -7.819
- LUMO level (eV) = 0.46
- SMILES = COc1cc(NC(=O)c2ccco2)c(OC)cc1NC(=O)Nc1ccccc1Cl
- calculated total energy (a.u.) = -1773.619983
- energy relative to the best compared isomer or geometry (same formula, charge and spin) (kcal per mole) = 0.0

Atoms and positions in Å:
C  5.56167  0.22695  -0.04242
C  3.26001  -1.66894  -0.44532
H  5.80626  -0.73816  -0.45392
H  -2.01085  -4.49140  0.82192
H  0.91419  2.19785  -1.51286
H  -1.11030  1.05435  -1.28209
N  -3.10983  -0.12635  0.01546
O  4.26117  -2.25819  -0.78983
C  -2.29474  -3.76286  1.58738
N  2.02115  -2.24492  -0.59382
H  2.09354  1.76488  -2.77633
O  -5.71860  2.31075  -0.41404
H  -5.73050  -0.55178  1.15359
C  3.93229  1.73289  0.85387
H  7.54607  0.98792  -0.17456
C  -6.96415  2.24473  0.05088
H  -8.06267  0.77134  1.23336
H  2.05573  -3.20884  -0.89354
C  6.52891  1.20093  0.11680
O  -2.54346  -2.49659  1.02604
H  -7.61936  3.06412  -0.17097
C  0.43713  -0.41919  -1.03127
O  1.42688  0.19952  -1.73401
H  4.62696  3.66547  1.42814
O  -3.07931  1.87878  -1.08618
C  0.74942  -1.66305  -0.45824
Cl  2.29057  2.08877  1.31953
C  -3.66272  1.04100  -0.42910
C  -5.07521  1.19173  -0.02451
H  -1.51584  -3.71514  2.35433
H  -3.68907  -0.75960  0.54754
H  0.36023  1.42832  -3.02559
C  6.20593  2.43896  0.64581
C  -5.93363  0.39940  0.70376
C  -7.16185  1.08883  0.74995
C  1.16651  1.46881  -2.28802
C  -1.81383  -0.60230  -0.17168
H  -3.23314  -4.07067  2.04620
N  3.22628  -0.45650  0.19232
H  6.96256  3.19756  0.77172
C  -0.83970  0.10103  -0.86403
C  4.24021  0.47510  0.32347
H  2.31590  -0.11884  0.47893
H  0.03026  -3.33462  0.63102
C  4.89856  2.70575  1.01624
C  -0.23660  -2.37331  0.22242
C  -1.51304  -1.86449  0.37164

Löwdin atomic charges, in units of e: -0.004 -0.515 0.102 0.098 0.085 0.098 0.158 0.070 -0.080 0.140 0.100 0.081 0.110 -0.569 0.104 -0.103 0.103 0.157 -0.080 -0.098 0.126 -0.221 -0.092 0.102 0.099 -0.175 0.722 -0.382 -0.183 0.099 0.125 0.100 -0.098 -0.006 -0.052 -0.068 -0.132 0.095 0.128 0.100 0.072 -0.237 0.073 0.116 -0.116 0.052 -0.205

=====

Entry 4:
A molecular structure, C20H18ClN4OOsS, computed with ωB97M-V/def2-TZVPD.

Results
- charge = +3
- HOMO level (eV) = -17.216
- LUMO level (eV) = -11.64
- calculated total energy (a.u.) = -2015.252031
- energy relative to the best compared isomer or geometry (same formula, charge and spin) (kcal per mole) = 3.2

Atoms and positions in Å:
C  0.30036  -2.62734  -1.23461
N  3.12276  1.27282  -0.30083
C  -3.55367  2.47926  -2.80159
H  0.91052  -4.64665  -1.64847
H  4.85233  2.48880  3.32858
H  0.99211  -5.33669  0.71092
C  -0.00024  -1.71414  -0.25498
C  0.42507  -3.39186  1.47267
N  -0.47801  -0.36972  -0.40607
C  5.17323  1.94214  0.64179
H  -1.21343  -0.69345  -2.29485
H  4.92485  0.24799  -0.73961
C  0.39740  -3.69198  2.84877
H  4.48517  4.02879  2.52103
H  5.80364  1.27387  1.22553
H  0.63359  -4.69667  3.18134
O  -1.71165  1.71477  0.81056
H  5.73313  2.84776  0.41427
C  -1.97547  1.16281  -1.53628
Cl  -4.35267  2.84954  -4.25493
H  -4.58361  4.01883  -1.70347
C  0.67592  -3.93609  -0.86767
C  -2.64747  1.44672  -2.74471
S  1.29554  2.34195  1.45957
C  0.72809  -4.32072  0.44581
C  -2.28066  1.94200  -0.38735
C  4.12713  3.01841  2.71406
H  0.25580  -2.37130  -2.28598
C  0.05798  -2.72070  3.77179
C  4.57434  1.26781  -0.60813
C  2.89592  1.92214  0.83374
H  -3.46993  3.51953  0.45054
N  -0.21715  -1.11193  2.03501
C  -1.18199  -0.00114  -1.45901
N  3.98127  2.30164  1.44600
C  -0.23247  -1.43829  3.34261
C  0.08117  -2.08555  1.09503
H  0.01886  -2.94132  4.82926
H  3.17587  3.06022  3.23693
H  -2.45268  0.84362  -3.62196
Os  -0.22554  0.70033  1.21998
C  -3.23335  2.95561  -0.44123
C  -3.84813  3.22671  -1.64068
H  2.41373  1.16212  -1.00616
H  -0.48823  -0.64817  4.03983
H  4.76325  1.83409  -1.51701

Löwdin atomic charges, in units of e: 0.051 0.056 -0.631 0.138 0.116 0.146 -0.192 -0.114 -0.091 -0.038 0.156 0.133 0.103 0.121 0.145 0.155 -0.217 0.148 -0.115 0.830 0.139 0.003 -0.013 0.762 0.047 -0.253 0.017 0.135 0.024 -0.058 -0.653 0.148 -0.108 0.016 -0.113 -0.035 -0.152 0.142 0.071 0.136 1.369 0.051 0.001 0.144 0.142 0.139

=====

Entry 5:
A molecular structure, C20H18F10MnN3O, computed with ωB97M-V/def2-TZVPD.

Results
- multiplicity = 5
- HOMO level (alpha / beta) (eV) = -7.996 / -8.442
- LUMO level (alpha / beta) (eV) = -2.24 / 0.17
- calculated total energy (a.u.) = -3161.999561

Atoms and positions in Å:
H  -0.69613  -1.55486  5.13376
H  -2.15407  1.19230  3.11183
H  -2.85805  -2.15066  0.64690
C  -0.03464  -2.78052  -1.08107
C  3.75179  -0.13494  -2.73291
C  0.67209  4.36537  -1.77654
F  4.31488  -0.61213  -3.84144
H  -0.31029  -3.83752  -1.17740
H  -2.83565  -0.09673  0.08614
C  -1.82241  -0.92348  3.40855
C  -2.09571  0.47475  3.93259
F  0.15093  3.61166  -3.93641
H  -0.99033  -0.78559  -2.21534
H  -2.71902  0.86804  -1.38169
H  -2.60153  -1.46794  -2.00798
F  3.55473  2.91224  -0.82145
C  2.59148  0.79478  -0.48205
F  4.75146  1.96660  -3.10931
F  0.04742  2.87502  1.43414
C  -1.73711  -1.04911  -1.46920
C  3.37143  1.65439  -1.21478
H  -3.04008  0.51466  4.48046
O  -0.74245  -0.91545  2.51538
F  1.17588  5.06460  0.40633
C  -0.44850  2.27445  -2.09031
H  -2.72358  -1.26919  2.87757
C  -2.07604  -2.77827  0.22208
F  1.23542  5.46538  -2.27305
F  1.98815  1.26291  0.64620
C  1.15479  -2.62043  -0.15690
N  -1.06257  0.92045  -0.08728
C  2.31432  -0.54236  -0.80540
N  1.47634  -1.21562  0.05524
H  -2.55382  -3.55344  -0.39423
F  -0.93677  1.37787  -2.96311
C  0.64248  4.15828  -0.40833
C  -1.53282  -1.90851  4.52746
Mn  0.12635  -0.20435  1.03201
H  -2.40009  -2.03311  5.17994
H  -1.29606  0.79236  4.60647
H  0.88397  -3.02887  0.82067
H  -1.57027  -3.25668  1.06157
C  3.97443  1.17910  -2.36889
F  2.77198  -2.22184  -2.44248
C  2.94635  -0.97278  -1.97558
C  -0.50130  2.02822  -0.71492
C  0.11806  3.42151  -2.61902
C  -2.16161  0.19946  -0.72262
H  -1.26954  -2.88274  4.11437
N  -1.12894  -1.97996  -0.53162
H  0.21197  -2.43172  -2.08471
C  0.05640  3.01800  0.10200
H  2.01628  -3.18360  -0.51569

Löwdin atomic charges, in units of e: 0.081 0.068 0.075 -0.172 -0.141 -0.143 0.131 0.126 0.107 -0.568 -0.059 0.132 0.107 0.126 0.132 0.140 -0.133 0.130 0.105 -0.182 -0.145 0.080 -0.323 0.137 -0.134 0.120 -0.077 0.135 0.048 -0.198 -0.056 -0.161 -0.077 0.094 0.099 -0.152 -0.062 1.055 0.080 0.082 0.114 0.088 -0.144 0.092 -0.130 -0.177 -0.143 -0.199 0.072 -0.241 0.115 -0.172 0.119